Record 1
A molecular structure, C25H50N3O5SSiY, computed with ωB97M-V/def2-TZVPD.

Values from the calculation:
Strongest force on any atom ... 0.38 eV/Å
LUMO (spin up / spin down) ... -6.6 / -5.2 eV
Total charge ... +2
HOMO level (spin up / spin down) ... -14.7 / -14.7 eV
Relative energy (zero: lowest compared OMol25 entry of this formula, charge and spin) ... 1.44 kcal/mol
Gap between HOMO and LUMO (spin up / spin down) ... 8.166 / 9.553 eV
E_tot ... -2249.0522 Ha

Each line ends with the Löwdin charge.
CARTESIAN COORDINATES (ANGSTROEM)
1 Y -0.21 1.39 0.38  1.433
2 C 0.62 5.34 0.78  -0.054
3 C -0.37 4.36 0.25  -0.315
4 C -1.46 3.95 1.02  -0.038
5 C -2.49 3.17 0.48  -0.302
6 C -3.73 2.88 1.27  -0.019
7 C -2.37 2.74 -0.84  -0.050
8 C -1.28 3.10 -1.64  -0.296
9 C -1.20 2.68 -3.08  -0.018
10 C -0.28 3.89 -1.07  -0.035
11 H 0.76 5.24 1.86  0.080
12 H 0.25 6.35 0.59  0.108
13 H 1.59 5.25 0.30  0.081
14 H -1.54 4.29 2.05  0.143
15 H -4.45 3.69 1.10  0.110
16 H -3.53 2.84 2.34  0.084
17 H -4.20 1.95 0.95  0.081
18 H -3.17 2.15 -1.28  0.137
19 H -1.95 1.94 -3.32  0.082
20 H -0.21 2.27 -3.30  0.085
21 H -1.36 3.55 -3.72  0.107
22 H 0.57 4.18 -1.68  0.148
23 C -1.46 -1.32 -3.49  -0.010
24 C -1.44 -1.99 -2.12  -0.608
25 C -2.25 -1.17 -1.11  -0.019
26 C -1.96 -3.41 -2.18  -0.007
27 O -0.06 -2.09 -1.69  -0.084
28 Si 0.94 -0.98 -1.08  0.016
29 O 0.62 0.58 -1.40  -0.365
30 O 2.48 -1.38 -1.35  -0.112
31 C 3.11 -2.05 -2.48  -0.608
32 C 2.89 -3.55 -2.34  -0.014
33 C 2.51 -1.52 -3.77  -0.012
34 C 4.59 -1.71 -2.38  -0.025
35 O 0.68 -0.82 0.60  -0.232
36 C 0.86 -1.84 1.65  -0.584
37 C -0.51 -2.43 1.97  -0.005
38 C 1.47 -1.13 2.84  -0.016
39 C 1.78 -2.95 1.16  -0.017
40 H -2.49 -1.23 -3.85  0.102
41 H -0.91 -1.92 -4.21  0.095
42 H -1.01 -0.33 -3.44  0.070
43 H -3.30 -1.13 -1.42  0.108
44 H -1.88 -0.14 -1.08  0.041
45 H -2.20 -1.62 -0.12  0.072
46 H -2.99 -3.42 -2.54  0.101
47 H -1.93 -3.88 -1.20  0.089
48 H -1.36 -4.00 -2.87  0.099
49 H 1.83 -3.79 -2.34  0.083
50 H 3.33 -3.92 -1.41  0.091
51 H 3.36 -4.07 -3.17  0.102
52 H 1.46 -1.78 -3.84  0.071
53 H 3.03 -1.96 -4.63  0.104
54 H 2.61 -0.44 -3.83  0.096
55 H 4.98 -2.00 -1.40  0.092
56 H 4.76 -0.65 -2.55  0.081
57 H 5.15 -2.25 -3.14  0.101
58 H -1.22 -1.65 2.22  0.058
59 H -0.43 -3.12 2.81  0.107
60 H -0.89 -2.99 1.11  0.086
61 H 0.84 -0.31 3.18  0.059
62 H 2.45 -0.73 2.58  0.084
63 H 1.60 -1.84 3.66  0.106
64 H 1.38 -3.44 0.27  0.086
65 H 1.88 -3.69 1.95  0.110
66 H 2.77 -2.56 0.92  0.093
67 N 4.55 1.61 1.63  0.134
68 C 3.45 1.68 0.89  -0.828
69 N 3.47 1.22 -0.35  0.158
70 S 2.05 2.40 1.59  0.690
71 H 5.43 1.31 1.25  0.132
72 H 4.54 1.99 2.56  0.111
73 H 4.25 0.66 -0.68  0.115
74 H 2.62 1.17 -0.89  0.065
75 C -3.10 -0.23 5.19  0.005
76 N -2.80 0.04 3.78  -0.145
77 C -3.76 -0.46 2.81  -0.005
78 C -1.72 0.69 3.45  -0.261
79 O -1.38 0.98 2.27  -0.173
80 H -4.06 0.23 5.45  0.108
81 H -2.32 0.18 5.83  0.099
82 H -3.17 -1.31 5.35  0.107
83 H -3.89 -1.53 2.94  0.109
84 H -3.40 -0.26 1.80  0.071
85 H -4.72 0.04 2.96  0.110
86 H -1.09 1.00 4.28  0.164

Record 2
A single C4H8N2 molecule, computed with ωB97M-V/def2-TZVPD.

Values from the calculation:
Strongest force on any atom ... 1.09 eV/Å
LUMO ... 0.8 eV
HOMO level ... -10.3 eV
SMILES ... CC(C)(N)C#N
Relative energy (zero: lowest compared OMol25 entry of this formula, charge and spin) ... 4.85 kcal/mol
Gap between HOMO and LUMO ... 11.151 eV
E_tot ... -266.7143 Ha

Each line ends with the natural charge from an NBO analysis.
CARTESIAN COORDINATES (ANGSTROEM)
1 C 1.00 -0.56 -0.93  -0.608
2 C -0.06 0.12 -0.04  0.007
3 C -0.10 -0.49 1.37  -0.596
4 N -1.38 -0.05 -0.66  -0.799
5 C 0.23 1.57 0.10  0.259
6 N 0.33 2.72 0.22  -0.335
7 H 1.50 0.15 -1.59  0.225
8 H 0.51 -1.32 -1.55  0.231
9 H 1.77 -1.06 -0.33  0.221
10 H -0.51 -1.50 1.31  0.228
11 H -0.74 0.12 2.03  0.219
12 H 0.90 -0.52 1.80  0.219
13 H -2.07 0.46 -0.13  0.365
14 H -1.37 0.36 -1.59  0.364